1.
{
  "formula": "C3H38NO16",
  "method": "ωB97M-V/def2-TZVPD",
  "charge": 1,
  "e_lumo_ev": -3.2114,
  "homo_lumo_gap_ev": 9.6240,
  "multiplicity": 1,
  "e_homo_ev": -12.84,
  "de_lowest_kj_mol": 425.8,
  "species": ["C", "C", "C", "N", "H", "H", "H", "H", "H", "H", "H", "H", "O", "H", "H", "O", "H", "H", "O", "H", "H", "O", "H", "H", "O", "H", "H", "O", "H", "H", "O", "H", "H", "O", "H", "H", "O", "H", "H", "O", "H", "H", "O", "H", "H", "O", "H", "H", "O", "H", "H", "O", "H", "H", "O", "H", "H", "O"],
  "positions_angstrom": [[0.801, -0.148, 0.909], [0.286, -0.986, 0.027], [0.340, 1.627, 2.511], [0.152, 1.009, 1.366], [1.873, 0.031, 1.120], [-0.707, -1.026, -0.450], [0.866, -1.756, -0.508], [-0.183, 2.570, 2.676], [0.946, 1.282, 3.400], [-0.521, 1.365, 0.761], [-2.923, 3.507, 1.447], [-2.562, 2.517, 0.331], [-2.587, 2.665, 1.280], [-0.631, -2.198, -2.266], [-0.645, -3.454, -2.950], [-0.294, -3.093, -2.121], [-1.048, -2.644, 3.629], [-1.029, -2.695, 2.106], [-0.924, -2.041, 2.832], [-0.445, 4.783, 0.394], [0.819, 4.052, -0.096], [-0.020, 3.939, 0.521], [0.462, -1.045, 3.258], [1.221, -1.191, 4.556], [1.109, -0.673, 3.786], [-4.127, -1.904, 0.767], [-3.699, -3.216, 0.057], [-3.811, -2.308, -0.116], [3.367, -0.406, -3.539], [2.193, -1.415, -4.019], [2.443, -0.675, -3.457], [-1.132, -4.983, -0.636], [-1.210, -3.708, -0.777], [-1.654, -4.292, -0.217], [1.191, 1.685, -3.525], [0.462, 0.202, -3.226], [0.379, 1.200, -3.522], [-3.911, 0.514, 1.558], [-2.664, -0.268, 2.418], [-3.557, -0.308, 1.960], [4.572, -2.538, 0.210], [3.139, -2.292, -0.183], [4.041, -1.958, -0.294], [-1.929, 0.785, -1.483], [-1.360, 2.165, -1.873], [-1.444, 1.506, -1.099], [1.508, 3.931, 1.554], [2.854, 3.984, 1.875], [2.026, 3.739, 2.197], [2.226, 2.444, -1.302], [3.021, 3.592, -1.543], [2.188, 3.430, -1.281], [3.498, -0.045, -0.192], [2.487, -0.083, -1.259], [2.788, 0.519, -0.482], [-2.879, -1.722, -1.523], [-2.967, -2.145, -3.146], [-2.394, -1.827, -2.422]],
  "nbo_charge": [-0.04, -0.41, 0.15, -0.48, 0.27, 0.22, 0.22, 0.24, 0.28, 0.46, 0.48, 0.50, -0.97, 0.50, 0.48, -0.97, 0.49, 0.51, -0.98, 0.48, 0.51, -0.99, 0.49, 0.48, -0.97, 0.52, 0.49, -0.99, 0.50, 0.50, -0.99, 0.47, 0.48, -0.97, 0.48, 0.50, -0.98, 0.50, 0.51, -1.00, 0.49, 0.48, -0.95, 0.49, 0.52, -0.99, 0.46, 0.47, -0.92, 0.50, 0.47, -0.96, 0.50, 0.49, -0.99, 0.53, 0.50, -1.05]
}

---

2.
{
  "formula": "C6H9F3O4P",
  "method": "ωB97M-V/def2-TZVPD",
  "charge": -1,
  "e_lumo_ev": [3.3603, 0.6433],
  "homo_lumo_gap_ev": [6.0814, 6.1357],
  "multiplicity": 3,
  "e_homo_ev": [-2.72, -5.49],
  "species": ["C", "C", "C", "C", "C", "C", "O", "O", "O", "O", "F", "F", "F", "P", "H", "H", "H", "H", "H", "H", "H", "H", "H"],
  "positions_angstrom": [[0.203, 0.496, -0.001], [0.548, -0.878, -0.633], [-0.981, 1.151, -0.836], [1.486, 1.337, -0.043], [0.646, -1.949, 0.180], [0.792, -1.032, -2.141], [-1.356, -0.722, 3.255], [-2.171, 1.518, 2.237], [-0.115, 0.359, 1.356], [-2.646, -0.750, 1.070], [1.392, -2.243, -2.372], [-0.309, -1.053, -2.817], [1.682, -0.125, -2.668], [-1.734, 0.125, 1.849], [-1.947, 0.678, -0.495], [-0.628, 1.105, -1.879], [-0.941, 2.220, -0.512], [1.929, 1.336, -1.057], [2.406, 0.868, 0.337], [1.368, 2.235, 0.534], [0.932, -3.004, -0.089], [-1.012, 0.120, 3.513], [0.457, -1.790, 1.211]],
  "nbo_charge": [0.24, -0.04, -0.66, -0.65, -0.33, 0.92, -0.97, -1.18, -0.82, -1.14, -0.35, -0.30, -0.35, 2.44, 0.27, 0.20, 0.21, 0.23, 0.21, 0.23, 0.18, 0.46, 0.21]
}

---

3.
{
  "formula": "C14H18Cl4N2O2S2",
  "method": "ωB97M-V/def2-TZVPD",
  "e_lumo_ev": -0.5019,
  "homo_lumo_gap_ev": 8.2421,
  "multiplicity": 1,
  "e_homo_ev": -8.74,
  "de_lowest_kj_mol": 0.0,
  "species": ["C", "C", "O", "O", "C", "C", "C", "C", "C", "S", "C", "N", "S", "N", "C", "C", "H", "H", "H", "H", "H", "H", "H", "H", "H", "H", "Cl", "C", "C", "Cl", "H", "H", "H", "H", "Cl", "C", "C", "Cl", "H", "H", "H", "H"],
  "positions_angstrom": [[4.119, -0.054, 1.723], [3.213, 0.503, 2.786], [3.529, 0.577, 3.943], [1.996, 0.945, 2.344], [1.759, 2.330, 2.655], [0.491, 2.788, 1.945], [-0.632, 1.791, 2.091], [-1.003, 0.996, 0.961], [-1.963, 0.039, 1.027], [-2.367, -0.955, -0.384], [-2.629, -0.137, 2.268], [-3.603, -1.011, 2.533], [-4.004, -0.789, 4.062], [-3.006, 0.389, 4.477], [-2.279, 0.672, 3.392], [-1.258, 1.643, 3.286], [4.952, 0.641, 1.628], [4.522, -1.005, 2.059], [3.629, -0.162, 0.762], [2.622, 2.909, 2.329], [1.621, 2.423, 3.731], [0.721, 2.924, 0.889], [0.188, 3.747, 2.360], [-0.480, 1.175, 0.034], [-1.186, -1.572, -0.467], [-0.998, 2.227, 4.157], [2.176, 0.617, -4.188], [3.305, -0.316, -3.175], [2.597, -1.354, -2.344], [1.576, -0.615, -1.081], [3.848, 0.388, -2.550], [4.008, -0.807, -3.846], [3.330, -1.980, -1.837], [1.958, -1.985, -2.955], [-3.404, -1.717, -6.346], [-4.301, -2.294, -4.916], [-3.617, -1.923, -3.627], [-2.084, -2.806, -3.402], [-4.413, -3.371, -5.009], [-5.285, -1.831, -4.949], [-4.256, -2.180, -2.784], [-3.392, -0.860, -3.584]],
  "nbo_charge": [-0.73, 0.81, -0.56, -0.55, -0.05, -0.44, 0.02, -0.20, -0.17, 0.00, 0.13, -0.62, 0.97, -0.62, 0.08, -0.20, 0.24, 0.24, 0.23, 0.18, 0.19, 0.21, 0.23, 0.23, 0.15, 0.22, -0.05, -0.39, -0.39, -0.06, 0.22, 0.23, 0.22, 0.23, -0.06, -0.39, -0.39, -0.07, 0.22, 0.22, 0.23, 0.23]
}

---

4.
{
  "formula": "C29H42Cl5N6OS2Si2TeY",
  "method": "ωB97M-V/def2-TZVPD",
  "charge": -2,
  "e_lumo_ev": 3.6822,
  "homo_lumo_gap_ev": 5.2350,
  "multiplicity": 1,
  "e_homo_ev": -1.55,
  "de_lowest_kj_mol": 0.0,
  "species": ["Y", "N", "C", "S", "N", "N", "C", "C", "C", "C", "C", "C", "C", "O", "H", "H", "H", "H", "H", "H", "H", "Cl", "C", "C", "C", "Cl", "C", "Cl", "C", "Cl", "C", "Cl", "C", "S", "C", "H", "H", "H", "H", "H", "H", "N", "C", "C", "N", "C", "C", "N", "H", "H", "H", "H", "H", "C", "Si", "C", "C", "C", "Te", "C", "Si", "C", "C", "C", "H", "H", "H", "H", "H", "H", "H", "H", "H", "H", "H", "H", "H", "H", "H", "H", "H", "H", "H", "H", "H", "H", "C", "H", "H"],
  "positions_angstrom": [[-1.027, -0.539, 0.482], [-2.417, -2.286, -3.668], [-2.453, -1.699, -2.410], [-1.602, -0.192, -2.233], [-3.133, -2.328, -1.511], [-3.147, -1.712, -0.260], [-4.218, -1.960, 0.400], [-4.569, -1.476, 1.716], [-5.823, -1.840, 2.225], [-6.271, -1.390, 3.447], [-5.442, -0.542, 4.193], [-4.204, -0.173, 3.726], [-3.716, -0.635, 2.479], [-2.547, -0.289, 2.065], [-1.573, -2.059, -4.171], [-2.607, -3.278, -3.630], [-4.963, -2.587, -0.097], [-6.448, -2.494, 1.626], [-7.240, -1.689, 3.827], [-5.772, -0.186, 5.162], [-3.542, 0.451, 4.314], [0.355, 1.094, 2.083], [1.900, -2.218, 4.088], [1.080, -2.781, 3.091], [-0.290, -2.915, 3.291], [-1.337, -3.537, 2.010], [-0.882, -2.590, 4.512], [-2.562, -2.911, 4.794], [-0.088, -2.050, 5.514], [-0.806, -1.670, 7.060], [1.266, -1.856, 5.247], [2.235, -1.090, 6.546], [-3.028, 2.803, 1.793], [-2.419, 2.264, 0.192], [-3.763, 2.740, -0.903], [-3.086, 3.890, 1.846], [-2.301, 2.429, 2.514], [-3.997, 2.351, 2.004], [-4.718, 2.389, -0.512], [-3.566, 2.245, -1.853], [-3.786, 3.820, -1.043], [1.133, -4.944, -2.227], [1.400, -3.850, -1.334], [0.439, -2.981, -0.923], [0.695, -1.968, -0.049], [1.917, -2.201, 0.727], [2.979, -2.637, -0.252], [2.727, -3.510, -1.159], [0.596, -5.664, -1.761], [2.023, -5.344, -2.498], [-0.559, -3.049, -1.351], [2.217, -1.269, 1.217], [3.989, -2.237, -0.187], [3.404, 3.480, 1.497], [2.632, 4.305, 0.012], [3.857, 4.343, -1.417], [2.209, 6.090, 0.451], [1.080, 3.408, -0.496], [1.489, 1.346, -0.959], [1.598, 1.689, -3.080], [2.566, 0.339, -3.950], [2.668, 0.789, -5.780], [4.311, 0.280, -3.265], [1.730, -1.311, -3.755], [4.167, 4.110, 1.960], [3.861, 2.529, 1.221], [2.637, 3.254, 2.241], [4.783, 4.850, -1.139], [3.435, 4.860, -2.282], [4.106, 3.323, -1.719], [3.101, 6.655, 0.727], [1.520, 6.116, 1.297], [1.730, 6.601, -0.387], [0.583, 3.835, -1.368], [0.360, 3.371, 0.321], [2.099, 2.649, -3.232], [0.582, 1.758, -3.472], [3.177, 1.745, -5.922], [1.667, 0.875, -6.206], [3.210, 0.030, -6.349], [4.811, 1.247, -3.354], [4.910, -0.466, -3.790], [4.287, 0.008, -2.209], [0.805, -1.344, -4.334], [1.461, -1.492, -2.712], [2.372, -2.136, -4.070], [1.751, -3.272, 1.831], [1.237, -4.135, 1.399], [2.755, -3.578, 2.133]],
  "mulliken_charge": [0.08, -0.48, 0.13, -0.40, -1.29, 1.42, -1.26, 0.89, -0.73, -0.77, -0.33, -0.21, -0.17, -0.01, 0.26, 0.28, 0.14, 0.33, 0.37, 0.37, 0.36, -0.61, -1.72, 0.76, 0.15, -0.12, 0.04, -0.18, 0.00, -0.25, 0.67, -0.31, -1.05, 0.58, -1.10, 0.46, 0.20, 0.28, 0.29, 0.29, 0.34, -0.74, -1.11, 0.05, 1.74, -0.28, -0.53, -0.53, 0.29, 0.33, 0.31, 0.52, 0.50, -0.95, 0.29, -0.84, -1.08, -0.46, -0.08, -0.93, -0.02, -1.11, -0.95, 0.29, 0.36, 0.30, 0.28, 0.38, 0.28, 0.06, 0.29, 0.29, 0.29, 0.50, 0.06, 0.39, 0.59, 0.27, 0.29, 0.30, 0.32, 0.35, 0.27, 0.05, -0.65, 0.40, -1.09, 0.37, 0.61]
}